Record 1
Here is a single C4H5ClS2 molecule at a distorted geometry from OMol25. Energies are from ωB97M-V/def2-TZVPD.

```
12
Properties=species:S:1:pos:R:3
S -1.92121 -1.62090 -0.04409
C -0.90539 -0.11944 -0.00659
Cl -2.10310 1.42361 0.66701
C 0.36223 -0.38761 0.80716
C 1.51827 0.40954 0.16950
C 1.23906 0.88214 -1.04288
S -0.31473 0.34709 -1.61041
H -3.06702 -1.02908 -0.44025
H 0.74743 -1.50483 0.56593
H 0.17633 -0.22379 1.82669
H 2.38721 0.46036 0.76813
H 1.88090 1.36291 -1.66021
```

Gap between HOMO and LUMO = 8.698 eV
Energy above the lowest of the compared OMol25 structures with the same formula, charge and spin = 96.4 kJ/mol
Multiplicity = 1
SMILES = S[C@@]1(Cl)CC=CS1

Record 2
Here is a molecular structure, C4H5CoO2 at a distorted geometry from OMol25. Energies are from ωB97M-V/def2-TZVPD.

```
12
Properties=species:S:1:pos:R:3
H -2.66718 2.07986 1.03217
O -2.57285 1.17410 0.72731
Co -2.43064 0.54588 -1.14883
O 3.07453 -1.01265 0.14930
C 2.16763 -0.33176 -0.26568
C 0.79629 -0.86845 -0.59736
C -0.29906 0.04500 -0.20359
C -0.86201 0.46320 0.85901
H 2.31861 0.73530 -0.54632
H 0.68648 -1.88455 -0.18925
H 0.84542 -1.05528 -1.68630
H -1.05721 0.10936 1.86955
```

Gap between HOMO and LUMO (spin up / spin down) = 7.171 / 8.336 eV
Multiplicity = 5
<S²> = 6.0071

Record 3
Here is a molecular structure, C4H5CoO2 at a distorted geometry from OMol25. Energies are from ωB97M-V/def2-TZVPD.

```
12
Properties=species:S:1:pos:R:3
H 0.50850 2.05991 -1.00960
C 0.38197 0.96189 -1.08962
C -0.81183 0.64315 -1.48114
O -1.93439 0.32034 -1.68312
Co -3.29503 0.07172 -2.83981
H 1.18990 0.23409 -1.18134
O 1.19370 0.41955 2.45694
C 0.75801 -0.48064 1.76172
C 0.28839 -1.52765 1.18950
H 1.53132 1.21584 1.98693
H -0.79117 -1.60622 1.02428
H 0.98062 -2.31197 0.86527
```

Gap between HOMO and LUMO (spin up / spin down) = 7.878 / 5.860 eV
Energy above the lowest of the compared OMol25 structures with the same formula, charge and spin = 0.0 kJ/mol
Multiplicity = 4
<S²> = 3.7629
Net charge = +3

Record 4
Here is a molecular structure, C4H5CsO2 at a distorted geometry from OMol25. Energies are from ωB97M-V/def2-TZVPD.

```
12
Properties=species:S:1:pos:R:3
O -0.98372 1.17419 -0.29169
C -0.89467 -0.03407 0.45189
C -0.78551 -1.36620 -0.29075
C 0.38112 -0.72729 0.35228
C 1.70700 -0.48009 0.31075
H -1.89633 1.45032 -0.41909
H -1.47684 -0.00514 1.37992
H -0.86696 -1.32582 -1.38288
H -1.28659 -2.22627 0.16826
H 2.50163 -0.51573 -0.62561
O 2.24454 0.73203 0.28083
Cs 1.35633 3.32407 0.06611
```

Gap between HOMO and LUMO = 5.677 eV
Energy above the lowest of the compared OMol25 structures with the same formula, charge and spin = 152.8 kJ/mol
Multiplicity = 1

Record 5
Here is a molecular structure, C4H5CuLiO at a distorted geometry from OMol25. Energies are from ωB97M-V/def2-TZVPD.

```
12
Properties=species:S:1:pos:R:3
C -1.24828 -1.52081 0.13486
C -1.01310 -0.22710 -0.03018
C -1.16648 0.98712 -0.60288
H -0.88450 -2.04465 1.02243
H -1.77055 -2.10576 -0.62606
H -0.59443 1.25872 -1.48865
H -1.96729 1.65370 -0.26662
O 2.00109 1.03074 0.76855
C 0.80457 1.39158 1.06763
Cu 1.49703 -1.75350 -0.96822
Li 3.75251 0.04649 -1.17204
H 0.58945 1.28346 2.16117
```

Gap between HOMO and LUMO (spin up / spin down) = 4.934 / 4.753 eV
Energy above the lowest of the compared OMol25 structures with the same formula, charge and spin = 79.8 kJ/mol
Multiplicity = 2
<S²> = 0.7575

Record 6
Here is a molecular structure, C4H5CuO2 at a distorted geometry from OMol25. Energies are from ωB97M-V/def2-TZVPD.

```
12
Properties=species:S:1:pos:R:3
H 0.86090 1.29452 0.09419
O -2.36120 -0.21636 0.73590
C -1.01182 -0.07303 0.76826
C -0.38459 0.10994 -0.45669
C 0.60431 -0.93590 0.01691
C 1.89024 -0.40628 0.12784
O 2.04980 0.81024 -0.28721
Cu 2.11590 0.74839 -2.47133
H -2.77192 0.39420 1.35635
H -0.60385 0.36501 1.68515
H -0.84901 -0.08755 -1.42315
H 0.46123 -2.00317 -0.14623
```

Gap between HOMO and LUMO (spin up / spin down) = 6.891 / 6.532 eV
Energy above the lowest of the compared OMol25 structures with the same formula, charge and spin = 391.9 kJ/mol
Multiplicity = 2
<S²> = 0.7702
Net charge = +1

Record 7
Here is a single C4H5F molecule at a distorted geometry from OMol25. Energies are from ωB97M-V/def2-TZVPD.

```
10
Properties=species:S:1:pos:R:3
C 1.31760 -0.33386 0.01202
C -1.05475 0.33740 0.12775
C 0.10896 -0.81324 0.24833
C -2.39333 0.66905 -0.00857
F -3.36050 -0.27148 -0.03402
H 1.46245 0.70996 -0.22894
H 2.21537 -0.92632 0.03888
H -0.50536 1.27650 0.13218
H -0.15761 -1.82648 0.47721
H -2.79030 1.66247 -0.06280
```

Gap between HOMO and LUMO (spin up / spin down) = 6.515 / 8.484 eV
Energy above the lowest of the compared OMol25 structures with the same formula, charge and spin = 29.7 kJ/mol
Multiplicity = 3
<S²> = 2.0231

Record 8
Here is 2 unconnected molecules or ions with the total composition C4H5F2N at a distorted geometry from OMol25. Energies are from ωB97M-V/def2-TZVPD.

```
12
Properties=species:S:1:pos:R:3
C -0.29748 -0.89446 -1.46582
C -1.18820 -0.58838 0.96570
C -0.65721 -0.09441 -0.33922
C 1.58154 0.95413 -0.21969
N 0.21789 -1.57882 -2.22795
F 1.58994 1.19090 1.09985
F 1.46684 2.12150 -0.81060
H -0.76763 -1.68475 1.25212
H -2.20378 -0.59812 1.02472
H -0.94426 0.07037 1.79480
H -1.09369 0.85967 -0.53287
H 2.29605 0.24236 -0.54105
```

Gap between HOMO and LUMO (spin up / spin down) = 8.455 / 10.155 eV
Energy above the lowest of the compared OMol25 structures with the same formula, charge and spin = 0.0 kJ/mol
Multiplicity = 3
<S²> = 2.0150

Record 9
Here is a single C4H5F2N molecule at a distorted geometry from OMol25. Energies are from ωB97M-V/def2-TZVPD.

```
12
Properties=species:S:1:pos:R:3
C -1.99664 0.07540 0.80722
C -1.02256 0.38766 -0.04789
C 0.32201 -0.38767 -0.04686
C 1.51047 0.50269 -0.64749
N 0.23404 -1.62437 0.31733
F 2.66705 0.20887 0.04659
F 1.32881 1.87145 -0.62609
H -2.93637 0.59631 0.86201
H -1.83428 -0.75354 1.46445
H -1.09136 1.21842 -0.65870
H 1.84593 0.16166 -1.62661
H 0.97290 -2.25687 0.15604
```

Gap between HOMO and LUMO (spin up / spin down) = 7.470 / 6.928 eV
Energy above the lowest of the compared OMol25 structures with the same formula, charge and spin = 31.7 kJ/mol
Multiplicity = 3
<S²> = 2.0165

Record 10
Here is a molecular structure, C4H5F2N2 at a distorted geometry from OMol25. Energies are from ωB97M-V/def2-TZVPD.

```
13
Properties=species:S:1:pos:R:3
C -3.05069 -0.21528 0.02975
C -1.75449 -0.60811 -0.21193
C -0.34283 0.82251 -0.21996
C 1.03961 0.43857 -0.54341
N -4.11355 0.12991 0.30937
N 1.74785 -0.32646 0.55954
F -1.40795 -1.54324 -1.05274
F -0.50306 1.61136 0.82593
H 1.58708 1.37522 -0.71161
H 1.06084 -0.15572 -1.45764
H 1.66850 0.17916 1.45496
H 2.74744 -0.45144 0.34361
H 1.32125 -1.25648 0.67415
```

Gap between HOMO and LUMO (spin up / spin down) = 7.929 / 8.833 eV
Energy above the lowest of the compared OMol25 structures with the same formula, charge and spin = 330.4 kJ/mol
Multiplicity = 1
Net charge = +1

Record 11
Here is 2 unconnected molecules or ions with the total composition C4H5F3O3 at a distorted geometry from OMol25. Energies are from ωB97M-V/def2-TZVPD.

```
15
Properties=species:S:1:pos:R:3
C -0.78829 1.73576 -0.17854
C -0.18626 0.83714 -1.06252
C 0.96078 -0.17318 1.47434
C 0.16176 -0.90160 0.43408
O -0.18399 2.34236 0.70805
O 0.67056 -1.91518 -0.26180
O -1.18226 -1.11730 0.72484
F -0.76728 0.05162 -1.96090
F 2.20961 0.00476 0.92653
F 1.17668 -0.86355 2.64002
H -1.85519 1.89525 -0.34499
H 0.83156 1.21108 -1.40294
H 0.49271 0.85539 1.71758
H 1.51907 -1.86698 -0.70639
H -1.50277 -1.84233 0.11855
```

Gap between HOMO and LUMO (spin up / spin down) = 8.285 / 8.282 eV
Energy above the lowest of the compared OMol25 structures with the same formula, charge and spin = 185.1 kJ/mol
Multiplicity = 1

Record 12
Here is a single C4H5F4N molecule at a distorted geometry from OMol25. Energies are from ωB97M-V/def2-TZVPD.

```
14
Properties=species:S:1:pos:R:3
C 2.42893 0.34329 -0.49995
C 1.20121 -0.16459 -0.37795
C 0.23605 -0.24842 0.75411
N -1.24545 -0.72610 0.61127
F -1.38429 -1.88378 -0.12032
C -1.91182 0.29472 0.02405
F -3.23994 0.05934 0.04064
F -1.43849 0.58899 -1.21675
F -1.78486 1.39167 0.71746
H 2.92148 0.98329 0.17207
H 2.75857 0.37829 -1.55101
H 0.83721 -0.53642 -1.30080
H 0.12094 0.62482 1.31037
H 0.50046 -1.10510 1.43679
```

Gap between HOMO and LUMO = 11.243 eV
Energy above the lowest of the compared OMol25 structures with the same formula, charge and spin = 164.9 kJ/mol
Multiplicity = 1
SMILES = C=CCN(F)C(F)(F)F

Which total energy belongs to each record? In order, -1411.9269; -1688.4328; -1687.1790; -325.8548; -1878.3873; -1945.7975; -255.0553; -409.7185; -409.7064; -464.1919; -680.6230; -609.5143 Ha.